# 1
{"formula": "C28H69N5O14PSSi", "method": "wB97M-V/def2-TZVPD", "e_lumo_ev": -5.685, "e_tot_ev": -94253.8213, "total_charge": 1, "symbols": ["O", "H", "H", "C", "H", "H", "H", "H", "O", "H", "O", "H", "C", "N", "H", "H", "C", "H", "H", "H", "H", "H", "O", "H", "H", "C", "H", "H", "H", "O", "O", "P", "O", "H", "H", "C", "C", "H", "H", "Si", "H", "H", "H", "C", "H", "H", "C", "N", "N", "H", "C", "H", "H", "H", "H", "H", "H", "C", "H", "H", "C", "H", "H", "H", "N", "H", "C", "H", "H", "C", "O", "H", "C", "C", "C", "O", "H", "C", "C", "H", "H", "C", "H", "C", "C", "H", "H", "C", "H", "H", "H", "C", "C", "H", "H", "H", "S", "O", "H", "H", "H", "C", "H", "O", "H", "N", "O", "H", "C", "O", "H", "H", "H", "C", "H", "C", "O", "H", "H"], "positions_angstrom": [[-3.279, -4.619, 2.239], [0.693, -3.129, 7.074], [0.930, 5.477, -4.156], [11.209, 2.832, 4.270], [-0.476, -2.157, 2.597], [8.973, -0.986, 3.522], [1.301, 3.884, -0.918], [8.530, 0.389, 2.522], [-3.824, 7.712, -1.998], [0.431, 7.486, -2.328], [10.208, 2.116, 3.563], [-3.975, -1.036, -3.407], [6.405, 2.095, 0.939], [-4.485, 3.664, -2.321], [-5.098, 1.333, -8.076], [7.048, 2.355, 0.094], [-4.559, 0.815, -6.071], [5.733, 1.103, 3.117], [5.748, 2.846, 3.513], [-4.688, 8.228, -2.080], [-5.349, 1.490, -5.721], [11.171, 3.878, 3.953], [7.819, 0.363, 4.490], [2.973, -5.886, 5.191], [-5.040, -1.143, 1.406], [0.412, 4.583, -0.536], [4.366, -4.299, 6.649], [-3.261, -6.037, 3.752], [-5.665, -0.266, -7.619], [1.819, -4.537, 6.159], [-5.924, 6.274, -0.801], [-4.171, 6.275, -1.078], [1.146, -2.624, 3.803], [12.200, 2.429, 4.046], [5.171, -1.022, 5.622], [-4.176, -2.490, -8.399], [-4.510, -5.045, 1.654], [6.200, -2.471, 5.715], [-0.360, 4.097, -4.414], [-0.614, 5.138, -2.074], [0.108, -3.854, 2.502], [-6.176, 3.412, -3.260], [-5.551, -4.818, -0.201], [1.293, -3.203, 6.158], [0.916, 5.545, -0.065], [-6.700, -2.638, -9.186], [-3.450, -1.485, 0.015], [-5.866, 3.561, -2.256], [-3.698, 2.642, -2.898], [-3.990, -1.346, -0.930], [10.190, 0.731, 3.905], [-6.178, 5.392, -0.364], [-1.239, 7.536, -1.275], [-3.662, -3.456, -8.379], [10.997, 0.241, 3.347], [-7.279, -3.324, -7.657], [-1.307, -1.235, -1.494], [-3.915, -0.119, -3.998], [5.017, -2.108, 7.015], [-3.901, -4.220, -0.278], [-4.417, -1.988, 1.089], [10.366, 0.601, 4.981], [1.160, 3.674, -3.382], [2.530, -4.511, 4.190], [-2.326, 2.928, -2.891], [-3.893, -2.346, 1.978], [-4.825, 0.425, -7.527], [-0.252, -2.054, 5.181], [8.091, 2.437, 4.574], [4.190, -4.169, 5.574], [-4.576, -0.341, -5.233], [2.091, -2.463, 6.243], [8.848, 0.102, 3.526], [0.373, -2.925, 4.967], [-0.673, 7.085, -2.216], [-2.373, -2.409, -0.157], [-0.267, -3.797, 4.786], [2.848, -4.798, 5.194], [-1.720, -2.243, -1.405], [-3.017, -0.530, 0.329], [-4.433, -2.235, -9.434], [6.373, 1.975, 3.299], [-2.859, 0.114, -4.167], [0.421, 4.556, -3.638], [5.209, -2.068, 5.939], [6.693, 1.771, 5.405], [-3.984, -4.450, 4.180], [-3.263, -1.409, -7.816], [-4.398, 0.692, -3.444], [4.997, -4.659, 5.016], [-2.416, -2.444, -2.226], [-6.414, -3.245, -8.322], [0.405, -2.805, 2.607], [-2.228, -4.608, 3.993], [-2.263, -1.544, -8.246], [-6.120, -4.249, -8.642], [-3.373, 6.287, 0.726], [-5.336, -2.972, 0.596], [-5.339, -4.891, 2.356], [6.108, 1.046, 0.833], [-3.590, 1.324, -5.999], [-3.193, -4.954, 3.615], [1.048, -2.545, 1.762], [7.146, 2.276, 2.134], [-0.903, -2.968, -1.463], [-3.735, 4.741, -1.875], [-3.659, -0.082, -8.189], [-1.310, 7.339, -3.175], [-4.784, -4.274, 0.361], [-5.360, -2.618, -7.609], [11.017, 2.792, 5.347], [-4.419, -6.114, 1.433], [5.524, 2.743, 0.928], [7.293, 1.697, 4.490], [-0.217, 4.010, 0.286], [-2.338, 4.296, -2.245], [4.208, -2.784, 5.232], [-6.151, 2.712, -1.714], [-3.157, -1.501, -6.733]], "atomic_forces_ev_per_a": [[-0.202, 0.197, 0.140], [0.027, -0.131, -0.158], [-0.821, -1.909, 1.103], [-0.273, -0.075, -0.264], [-0.152, -0.076, -0.089], [-0.015, 0.125, 0.135], [-2.078, 1.448, 0.903], [0.135, 0.224, 0.057], [-2.606, -3.166, 1.239], [-2.333, -0.805, 0.305], [-0.044, 0.005, 0.309], [-0.061, 0.066, -0.199], [0.391, 0.063, 0.282], [2.941, -2.188, -1.281], [0.149, -0.054, 0.058], [-0.028, 0.027, 0.203], [-0.241, -0.714, -0.009], [0.028, -0.002, 0.065], [-0.199, -0.010, 0.158], [1.253, -0.796, -0.005], [-0.074, 0.258, -0.067], [-0.048, -0.192, -0.055], [0.087, 0.382, -0.301], [-0.017, 0.127, 0.138], [0.003, -0.110, -0.136], [0.636, -0.578, 1.007], [-0.054, -0.050, -0.042], [-0.056, -0.022, 0.128], [0.077, -0.086, 0.271], [0.087, 0.406, -0.321], [3.245, -1.573, -1.351], [-2.103, 3.334, 3.889], [-0.160, -0.250, -0.018], [0.093, 0.013, 0.113], [0.003, -0.199, -0.069], [-0.165, 0.110, 0.673], [0.547, 0.172, -0.252], [0.087, 0.057, 0.105], [1.815, 1.001, 1.367], [3.090, 1.485, -0.464], [-0.196, 0.027, -0.057], [0.183, 0.368, 1.593], [0.003, 0.122, 0.156], [-0.265, -0.403, -0.035], [-1.183, -1.990, -0.860], [0.004, -0.113, -0.124], [0.379, -0.643, 0.425], [-0.422, -0.755, -1.250], [1.295, 3.207, 1.625], [-0.063, -0.022, 0.026], [-0.254, 0.328, -0.477], [0.598, 1.748, -0.810], [1.457, -0.663, -2.018], [0.177, -0.024, -0.177], [0.028, -0.201, 0.097], [0.212, 0.014, -0.013], [0.025, 0.103, -0.128], [-0.504, -0.408, -0.326], [0.118, -0.064, 0.074], [0.124, -0.009, 0.232], [-0.313, -0.040, -0.396], [-0.054, -0.050, -0.041], [-1.344, 2.000, -0.540], [0.134, 0.226, 0.052], [-6.084, 5.207, 2.930], [0.201, -0.053, -0.208], [0.488, 0.152, -0.092], [-0.219, -0.010, 0.155], [-0.048, -0.011, -0.280], [-0.264, 0.342, -0.481], [0.339, 0.186, 0.056], [-0.044, -0.007, -0.288], [0.144, -0.035, 0.458], [0.720, 0.268, -0.132], [-1.161, 0.225, 0.105], [-0.240, 0.151, -0.273], [0.058, 0.005, 0.067], [0.147, -0.037, 0.463], [-0.085, -0.231, 0.383], [-0.085, 0.269, 0.014], [0.072, 0.024, 0.040], [0.659, 0.233, -0.100], [0.089, 0.172, 0.085], [-1.002, -0.995, -1.112], [-0.238, -0.059, -0.254], [0.024, -0.124, -0.154], [-0.073, -0.108, 0.079], [-0.059, -0.048, -0.470], [0.096, -0.367, -0.102], [0.033, -0.203, 0.096], [0.028, 0.102, -0.097], [0.127, 0.122, 0.263], [0.294, 0.058, 0.265], [-0.118, -0.064, -0.173], [-0.206, 0.085, -0.051], [-0.063, -0.021, -0.117], [-0.149, -0.291, -2.389], [0.529, 0.135, 0.078], [-0.010, 0.009, -0.084], [-0.168, 0.003, -0.031], [0.016, 0.007, -0.074], [0.103, 0.081, -0.317], [-0.022, 0.023, 0.189], [-0.209, -0.265, -0.105], [-0.135, 0.119, 0.119], [3.927, -3.529, -3.041], [-0.350, -0.098, 0.469], [1.413, -0.219, 1.838], [-0.307, -0.089, 0.344], [-0.016, 0.212, -0.238], [0.130, -0.054, 0.064], [-0.214, -0.056, -0.041], [-0.143, -0.032, -0.058], [-0.261, -0.378, -0.054], [1.461, 1.240, -1.574], [-2.529, -2.070, -0.541], [-0.079, -0.022, 0.297], [0.632, 0.872, -0.473], [-0.251, -0.104, -0.049]], "lowdin_charge": [-0.213, 0.126, 0.060, -0.107, 0.082, 0.126, 0.063, 0.119, -0.225, 0.075, -0.210, 0.074, -0.113, -0.209, 0.127, 0.089, -0.201, 0.125, 0.122, 0.115, 0.111, 0.089, -0.147, 0.126, 0.123, -0.214, 0.128, 0.092, 0.122, -0.137, -0.272, 0.413, -0.206, 0.087, 0.082, -0.191, -0.191, 0.088, 0.044, 0.519, 0.089, 0.147, 0.128, -0.168, 0.069, 0.087, -0.196, 0.118, 0.120, 0.112, -0.194, 0.086, 0.032, 0.126, 0.125, 0.089, 0.083, -0.126, 0.087, 0.119, -0.170, 0.128, 0.059, 0.118, 0.131, 0.120, -0.168, 0.124, 0.120, -0.194, -0.195, 0.119, -0.168, -0.191, -0.232, -0.207, 0.107, -0.170, -0.102, 0.118, 0.129, -0.193, 0.087, -0.215, -0.102, 0.125, 0.090, -0.168, 0.036, 0.125, 0.077, -0.107, -0.104, 0.066, 0.128, 0.089, 0.346, -0.138, 0.129, 0.087, 0.122, -0.095, 0.088, -0.206, 0.094, -0.093, -0.135, 0.054, -0.166, -0.212, 0.087, 0.127, 0.080, -0.170, 0.055, -0.134, -0.210, 0.142, 0.117]}

***

# 2
{"formula": "C28H71N4O7", "method": "wB97M-V/def2-TZVPD", "e_lumo_ev": 2.528, "e_tot_ev": -50477.0343, "total_charge": -1, "symbols": ["C", "C", "H", "H", "H", "H", "C", "H", "O", "H", "H", "C", "H", "C", "O", "H", "C", "C", "H", "C", "H", "C", "H", "H", "H", "O", "O", "H", "O", "O", "C", "H", "N", "H", "C", "H", "H", "H", "C", "H", "H", "H", "H", "C", "H", "H", "C", "H", "H", "H", "H", "H", "H", "H", "H", "H", "H", "H", "C", "H", "H", "C", "H", "C", "C", "H", "H", "H", "C", "H", "H", "H", "H", "H", "C", "H", "C", "C", "H", "C", "H", "C", "H", "O", "H", "H", "H", "H", "H", "H", "H", "C", "H", "C", "H", "N", "H", "H", "H", "N", "H", "C", "C", "H", "H", "H", "H", "H", "N", "H"], "positions_angstrom": [[-1.442, -2.455, 1.167], [-1.513, -1.379, -5.143], [-1.508, 1.138, -4.885], [1.416, -3.618, 5.758], [-2.267, 4.105, -0.604], [0.115, 3.589, 0.082], [-1.010, -3.159, -3.510], [2.067, 0.207, -3.791], [-2.782, 4.686, 3.821], [-1.469, 3.066, 3.762], [1.943, 1.007, 2.131], [3.661, -0.996, -1.349], [-2.412, 3.461, 1.436], [-0.855, -1.645, -3.842], [1.417, -0.414, 0.811], [-2.079, -3.408, -3.207], [-1.868, 1.333, -3.863], [-3.433, 2.464, 4.499], [3.632, -3.417, 4.149], [-2.064, -1.200, 1.661], [-1.388, -2.179, -5.903], [1.007, 0.109, -3.923], [3.796, -4.298, -0.291], [-4.201, -3.822, -2.038], [3.833, 0.517, 5.074], [-2.819, -1.075, -2.666], [-3.120, -3.115, -0.438], [2.820, -0.278, -1.305], [3.240, -2.211, 0.678], [2.178, 5.029, -0.416], [0.942, 5.272, -1.033], [-4.041, 3.103, 2.054], [-1.436, -0.870, -2.741], [-1.634, 2.422, -3.683], [-1.744, 1.187, -1.498], [-3.494, -5.037, -0.963], [-1.364, 0.646, -0.626], [0.780, 0.543, -4.936], [-2.529, 3.301, 3.628], [-3.008, -1.511, -1.800], [0.445, 5.172, 1.741], [-3.302, 2.511, 5.593], [0.809, 0.532, -1.879], [0.303, 0.861, -2.803], [4.648, -0.560, -1.127], [0.731, 4.842, -2.038], [0.660, -1.363, -3.850], [0.407, -3.866, 3.263], [1.556, -1.877, 5.782], [3.173, 4.488, -2.137], [-1.510, 2.271, -1.417], [-1.015, -2.151, -0.661], [4.991, -0.099, 3.782], [-0.439, -3.535, -2.696], [-0.103, 6.397, 0.947], [-2.819, 1.868, 1.880], [-2.960, 1.275, -3.779], [1.109, -1.783, -2.946], [3.234, -2.295, -0.716], [-1.003, -2.976, 2.021], [-2.652, -0.713, 0.860], [1.848, -2.560, 3.804], [1.079, -1.915, -4.676], [2.964, 4.057, -1.129], [1.192, -2.673, 5.190], [-5.008, -4.127, -0.593], [2.450, 1.509, 0.556], [-2.384, 5.224, 3.122], [-3.005, 2.891, 2.153], [-1.213, 4.119, -1.903], [3.898, 3.896, -0.609], [0.738, 6.329, -1.003], [-1.771, 5.726, -1.151], [3.257, 0.057, 3.471], [-1.398, 4.666, -0.936], [-3.316, -3.630, 1.577], [1.586, 0.925, 1.040], [-3.989, -4.057, -0.982], [-1.225, -0.557, 1.986], [3.997, -0.158, 4.214], [-2.677, -1.423, 2.548], [3.324, -2.436, 3.774], [2.555, -1.457, 0.960], [3.769, -1.441, 4.804], [-1.163, -0.501, -5.636], [1.486, -1.625, 3.334], [0.174, -1.676, 0.186], [-2.889, 1.172, -1.433], [-3.172, 1.465, 4.253], [-2.065, -4.493, 0.682], [0.460, 1.910, -2.873], [-0.171, 4.655, -0.097], [3.678, -2.209, 2.800], [-2.554, -3.488, 0.838], [-4.456, 2.616, 4.231], [1.359, -3.686, 3.004], [0.132, -2.714, 5.116], [3.714, -1.223, -2.484], [4.197, -3.710, -2.037], [-0.472, -2.463, 0.094], [0.771, 1.639, 0.920], [-1.175, 0.565, -2.756], [4.160, -3.496, -0.985], [2.551, 3.054, -1.235], [5.172, -3.165, -0.695], [-2.605, -1.243, -5.092], [2.228, -2.601, -1.123], [1.452, -3.576, 2.011], [-0.294, 5.432, 1.115], [-0.820, -3.706, -4.430]], "atomic_forces_ev_per_a": [[-0.765, -2.878, 0.865], [-1.273, -0.506, -2.154], [-0.379, 0.013, 0.495], [0.365, 0.559, -0.745], [-0.037, 0.166, 0.789], [-0.130, 0.843, 0.340], [-2.387, 0.292, -0.368], [0.708, 0.158, -0.007], [-0.070, 0.199, 0.340], [-0.070, -0.010, 0.054], [-0.679, 0.603, -0.727], [-0.575, -0.029, -3.297], [-0.231, 0.250, -0.024], [0.495, -1.396, 1.486], [-0.387, 0.589, -0.758], [1.103, 0.493, -0.587], [-0.019, 1.822, -0.854], [0.937, 0.260, 1.216], [0.843, 0.110, -0.247], [0.463, 1.267, 0.152], [0.212, 0.129, 0.613], [-0.502, 0.461, -1.034], [0.525, 0.376, -1.025], [0.560, 0.181, 0.164], [0.482, 0.200, -0.614], [-1.077, -0.383, 0.346], [-0.527, 0.530, 0.553], [0.675, -0.034, 0.522], [-1.183, 0.978, 1.116], [0.885, -0.776, -0.871], [-1.489, -1.528, 1.398], [-0.928, 0.325, -0.120], [0.915, -0.139, 0.792], [-0.203, -0.869, -0.179], [-1.495, 0.386, 1.307], [-0.307, -0.109, 0.039], [0.079, 0.220, 0.105], [0.038, -0.368, 0.789], [-1.217, -0.409, -2.110], [0.595, 0.270, -0.692], [0.320, -0.359, 0.419], [-0.002, 0.509, -0.348], [-0.451, 0.048, 0.082], [0.956, -1.647, 0.320], [-0.485, -0.317, 0.574], [1.051, 0.341, 0.389], [-0.467, 0.121, 0.112], [-0.255, -0.088, -0.232], [-0.025, 0.986, 0.803], [0.016, -0.494, 0.479], [0.252, -1.016, -0.081], [-0.674, 0.210, -2.026], [0.244, 0.206, 0.000], [0.920, 0.039, 0.624], [-0.136, 0.787, -0.438], [0.076, -0.710, 0.298], [0.254, -0.338, -0.295], [-0.169, 0.030, 0.116], [0.174, -1.109, 0.374], [0.383, 0.354, 0.302], [0.158, -0.020, 0.521], [-2.398, 0.802, -0.742], [0.253, -0.191, -0.452], [0.179, 0.879, -0.681], [1.396, -1.588, -0.116], [0.125, 0.109, 0.930], [-0.445, -0.985, -0.351], [0.135, -0.495, -0.004], [2.164, 0.954, 0.909], [0.105, 0.982, 0.585], [0.225, 0.340, 0.277], [0.128, 0.690, -0.448], [0.606, -1.293, 0.130], [-0.427, 0.223, -0.595], [-1.836, 0.550, -1.818], [-0.578, 0.374, 0.630], [2.304, -0.041, 2.140], [0.008, -0.606, -1.202], [-0.500, 0.178, -0.218], [-0.430, -0.601, 1.570], [-0.039, 0.203, -0.363], [0.507, -0.400, 3.136], [0.552, -0.522, -0.897], [-0.298, -0.999, -1.849], [0.488, 0.636, -0.291], [-0.272, 0.040, 0.327], [0.487, 0.130, 0.667], [1.506, -0.281, -0.319], [0.040, -1.195, -0.252], [-0.302, 0.774, 0.135], [0.040, 1.060, -0.145], [1.098, -0.133, -1.505], [0.566, 0.134, -0.743], [1.597, -0.689, -2.059], [-0.718, 0.241, -0.024], [0.864, -0.510, 0.717], [-1.022, 0.538, -0.219], [0.054, 0.325, 1.312], [-0.178, -0.656, -0.479], [-0.078, 0.197, 0.752], [-0.911, -0.256, -0.113], [-0.945, 0.971, 0.072], [0.082, 0.984, 0.986], [-0.693, 0.132, 0.093], [-0.227, -0.407, 0.107], [0.326, -0.132, 0.444], [0.500, 0.561, 0.408], [0.017, 0.325, -0.403], [-0.389, -0.844, 0.854], [0.245, -0.287, 0.046]], "lowdin_charge": [-0.454, -0.054, 0.065, 0.092, 0.052, 0.137, -0.017, 0.088, -0.065, 0.134, 0.055, -0.068, 0.039, -0.505, -0.372, 0.088, -0.042, -0.076, 0.125, -0.067, 0.093, -0.170, 0.092, 0.083, 0.091, -0.040, -0.230, 0.049, -0.150, -0.182, -0.214, 0.065, -0.084, 0.091, -0.036, 0.091, 0.077, 0.120, -0.446, 0.092, 0.075, 0.084, 0.116, -0.128, 0.081, 0.122, -0.120, 0.037, 0.051, 0.094, 0.047, 0.012, 0.081, 0.062, 0.062, 0.055, 0.089, 0.105, -0.552, 0.104, 0.076, -0.454, 0.120, -0.093, -0.053, 0.081, 0.056, 0.071, -0.032, 0.066, 0.080, 0.111, 0.110, 0.046, -0.112, 0.110, -0.331, -0.139, 0.083, -0.102, 0.082, -0.150, 0.060, -0.213, 0.045, 0.130, 0.035, 0.113, 0.060, 0.132, 0.102, -0.441, 0.086, -0.160, 0.070, 0.058, 0.052, 0.089, 0.054, 0.103, 0.024, -0.536, -0.065, 0.065, 0.075, 0.098, 0.125, 0.051, 0.062, 0.071]}